# 1
ORCA calculation (wB97M-V/def2-TZVPD) on a structure of composition C30H45MoNO4P2.

- multiplicity = 3
- HOMO-LUMO gap (spin up / spin down) (eV) = 5.646 / 3.476
- ⟨S²⟩ = 2.0077
- E (eV) = -61925.328
- net charge = +2

Atoms and positions in Å:
Mo -1.104 -1.769 -3.834
C -0.656 -2.298 1.053
C 0.630 -2.759 0.919
C 0.883 -0.925 2.302
C -0.599 -1.036 1.928
C 1.562 -1.904 1.618
C -1.882 -2.962 0.526
H -1.671 -3.480 -0.423
H -2.712 -2.279 0.317
H -2.269 -3.738 1.200
C -1.626 -0.888 3.041
H -2.562 -1.383 2.774
H -1.853 0.152 3.288
H -1.207 -1.405 3.900
C 1.440 0.070 3.243
H 2.244 -0.400 3.815
H 0.668 0.408 3.940
H 1.871 0.963 2.764
C 3.031 -2.114 1.646
H 3.322 -2.701 2.528
H 3.592 -1.169 1.675
H 3.359 -2.675 0.764
C 1.030 -4.025 0.259
H 0.987 -4.879 0.951
H 2.058 -3.965 -0.108
H 0.375 -4.258 -0.583
C -1.055 0.091 -4.435
C -1.786 -0.793 -5.384
C -1.024 -1.278 -6.603
C 0.017 -2.406 -6.270
C 0.254 -2.729 -4.810
C 0.896 -1.761 -3.875
C 1.434 -0.432 -4.410
C 0.338 0.515 -4.912
H -0.543 -0.423 -7.097
H 0.989 -2.210 -6.744
H -1.684 -1.593 -7.410
H 0.399 0.604 -6.004
H -1.590 0.868 -3.880
H -2.880 -0.734 -5.411
H 0.549 1.546 -4.596
H 1.985 0.072 -3.608
H 1.516 -2.219 -3.089
H 2.221 -0.575 -5.166
H -0.314 -3.329 -6.774
H 0.343 -3.787 -4.539
P -0.728 0.265 0.718
C -2.420 0.591 0.298
C -2.574 -3.175 -3.496
P 2.187 1.700 0.401
C 0.327 1.612 0.189
C 2.741 0.669 -1.017
C 2.565 3.453 -0.037
H -2.634 1.512 0.902
H -3.117 -0.211 0.608
H -2.559 0.764 -0.767
H -3.489 -2.712 -3.903
H -2.666 -3.208 -2.398
H -2.472 -4.189 -3.881
H 2.684 3.571 -1.122
H 3.508 3.728 0.467
H 1.767 4.115 0.333
H -0.206 2.513 0.710
H 0.166 1.690 -0.898
H 3.610 0.082 -0.733
H 3.015 1.340 -1.834
H 1.978 -0.023 -1.372
O -2.623 2.504 2.317
C -1.597 3.239 2.437
O -0.887 3.739 1.492
C -1.124 3.489 3.850
C 0.174 3.987 4.103
C 0.590 4.264 5.397
C -0.260 3.935 6.474
C -1.575 3.479 6.241
C -1.975 3.205 4.938
N 0.305 3.769 7.770
O 1.516 4.032 7.932
O -0.424 3.332 8.688
H 0.848 4.161 3.265
H 1.568 4.691 5.602
H -2.235 3.309 7.085
H -2.956 2.770 4.756

Just the Mulliken charges please, in e? Sure, here they are: atom 1 (Mo): 0.752, atom 2 (C): -0.895, atom 3 (C): 0.602, atom 4 (C): -1.164, atom 5 (C): 3.520, atom 6 (C): 0.914, atom 7 (C): -1.406, atom 8 (H): 0.194, atom 9 (H): 0.206, atom 10 (H): 0.346, atom 11 (C): -1.464, atom 12 (H): 0.444, atom 13 (H): 0.296, atom 14 (H): 0.428, atom 15 (C): -0.713, atom 16 (H): 0.498, atom 17 (H): 0.316, atom 18 (H): -0.027, atom 19 (C): -2.146, atom 20 (H): 0.396, atom 21 (H): 0.383, atom 22 (H): 0.406, atom 23 (C): -1.827, atom 24 (H): 0.346, atom 25 (H): 0.381, atom 26 (H): 0.329, atom 27 (C): -0.368, atom 28 (C): -0.514, atom 29 (C): -1.218, atom 30 (C): -0.855, atom 31 (C): -0.545, atom 32 (C): -0.518, atom 33 (C): -0.105, atom 34 (C): -0.774, atom 35 (H): 0.306, atom 36 (H): 0.393, atom 37 (H): 0.409, atom 38 (H): 0.243, atom 39 (H): 0.684, atom 40 (H): 0.701, atom 41 (H): 0.466, atom 42 (H): -0.256, atom 43 (H): 0.661, atom 44 (H): 0.470, atom 45 (H): 0.444, atom 46 (H): 0.725, atom 47 (P): 0.196, atom 48 (C): -0.763, atom 49 (C): -0.967, atom 50 (P): 0.697, atom 51 (C): -0.234, atom 52 (C): -0.852, atom 53 (C): -1.170, atom 54 (H): 0.232, atom 55 (H): 0.346, atom 56 (H): 0.408, atom 57 (H): 0.362, atom 58 (H): 0.155, atom 59 (H): 0.393, atom 60 (H): 0.425, atom 61 (H): 0.455, atom 62 (H): 0.347, atom 63 (H): -0.048, atom 64 (H): 0.653, atom 65 (H): 0.488, atom 66 (H): 0.435, atom 67 (H): -0.141, atom 68 (O): -0.824, atom 69 (C): 0.383, atom 70 (O): -0.838, atom 71 (C): 0.407, atom 72 (C): -0.114, atom 73 (C): -0.650, atom 74 (C): -0.056, atom 75 (C): -0.514, atom 76 (C): -0.424, atom 77 (N): 0.935, atom 78 (O): -0.567, atom 79 (O): -0.560, atom 80 (H): 0.518, atom 81 (H): 0.470, atom 82 (H): 0.471, atom 83 (H): 0.476

***

# 2
ORCA calculation (wB97M-V/def2-TZVPD) on a cluster of 12 separate species, C30H45N14PS in total.

- HOMO-LUMO gap (eV) = 7.540
- energy relative to the best compared isomer or geometry (same formula, charge and spin) (kJ/mol) = 600.9
- E (eV) = -72812.149
- net charge = 0

Atoms and positions in Å:
C -5.347 -0.662 -1.219
C -3.786 -0.248 -1.342
C -2.768 -1.346 -0.722
C -3.478 -2.794 -0.937
N -3.880 -3.934 -1.041
C -1.347 -1.439 -1.468
C -0.456 -0.149 -1.091
N 0.535 0.602 -0.913
P -2.666 -1.096 1.156
S -1.541 -2.501 1.946
H -6.034 0.243 -1.451
H -5.553 -1.086 -0.170
H -5.560 -1.424 -2.064
H -3.588 -0.076 -2.468
H -3.571 0.749 -0.782
H -0.840 -2.440 -1.219
H -1.520 -1.398 -2.606
H -4.027 -1.246 1.649
H -2.257 0.223 1.556
C -4.031 -3.687 4.942
C -5.091 -3.150 4.020
N -5.930 -2.726 3.292
H -3.546 -2.865 5.469
H -4.483 -4.362 5.671
H -3.281 -4.234 4.368
C -3.028 -5.662 -4.164
C -2.008 -5.002 -5.047
N -1.201 -4.480 -5.745
H -3.329 -4.978 -3.368
H -3.908 -5.933 -4.751
H -2.606 -6.565 -3.718
C 3.448 2.862 1.363
C 2.432 2.007 0.657
N 1.619 1.332 0.076
H 4.191 2.229 1.850
H 3.951 3.514 0.645
H 2.955 3.477 2.118
C 1.288 3.240 -2.868
C 2.244 4.367 -3.138
N 3.001 5.258 -3.350
H 1.370 2.487 -3.654
H 1.519 2.779 -1.908
H 0.264 3.619 -2.844
C 2.306 -1.757 0.957
C 3.568 -2.400 1.458
N 4.566 -2.908 1.854
H 1.530 -1.814 1.723
H 2.492 -0.710 0.718
H 1.958 -2.271 0.059
C 7.448 2.591 2.807
C 6.515 3.330 3.722
N 5.773 3.915 4.445
H 7.390 3.009 1.800
H 8.474 2.680 3.171
H 7.175 1.536 2.771
C -1.841 -0.148 7.240
C -1.843 -0.327 5.748
N -1.845 -0.468 4.568
H -2.279 -1.025 7.720
H -0.818 -0.020 7.596
H -2.425 0.734 7.509
C -7.012 -4.344 -5.354
C -5.950 -3.679 -4.525
N -5.110 -3.154 -3.868
H -6.912 -4.042 -6.398
H -6.911 -5.425 -5.286
H -8.000 -4.055 -4.993
C -8.618 -7.924 -3.070
C -8.451 -7.330 -4.439
N -8.319 -6.859 -5.523
H -8.257 -7.223 -2.315
H -9.672 -8.138 -2.884
H -8.047 -8.852 -2.997
C 8.672 0.002 -0.744
C 8.328 -0.095 0.715
N 8.056 -0.172 1.869
H 7.942 -0.555 -1.334
H 8.662 1.047 -1.059
H 9.665 -0.414 -0.919
C 5.376 6.844 1.507
C 6.576 6.148 0.931
N 7.525 5.597 0.476
H 4.491 6.611 0.911
H 5.211 6.512 2.534
H 5.528 7.924 1.508
C 4.762 10.799 -0.056
C 4.934 10.468 1.399
N 5.073 10.209 2.565
H 5.628 10.451 -0.621
H 3.865 10.313 -0.444
H 4.664 11.879 -0.182

Just the Mulliken charges please, in e? Sure, here they are: atom 1 (C): -0.697, atom 2 (C): -0.613, atom 3 (C): 0.790, atom 4 (C): -0.320, atom 5 (N): -0.614, atom 6 (C): -0.382, atom 7 (C): -0.090, atom 8 (N): -0.382, atom 9 (P): 0.242, atom 10 (S): -0.401, atom 11 (H): 0.348, atom 12 (H): 0.237, atom 13 (H): 0.076, atom 14 (H): 0.329, atom 15 (H): 0.317, atom 16 (H): 0.374, atom 17 (H): 0.442, atom 18 (H): 0.039, atom 19 (H): 0.159, atom 20 (C): -0.488, atom 21 (C): 0.415, atom 22 (N): -0.490, atom 23 (H): 0.002, atom 24 (H): 0.343, atom 25 (H): 0.216, atom 26 (C): -0.120, atom 27 (C): 0.331, atom 28 (N): -0.449, atom 29 (H): -0.154, atom 30 (H): 0.088, atom 31 (H): 0.304, atom 32 (C): -0.802, atom 33 (C): 0.617, atom 34 (N): -0.432, atom 35 (H): 0.201, atom 36 (H): 0.235, atom 37 (H): 0.281, atom 38 (C): 0.005, atom 39 (C): 0.218, atom 40 (N): -0.426, atom 41 (H): 0.271, atom 42 (H): -0.323, atom 43 (H): 0.265, atom 44 (C): 0.077, atom 45 (C): 0.067, atom 46 (N): -0.424, atom 47 (H): 0.158, atom 48 (H): -0.124, atom 49 (H): 0.213, atom 50 (C): -0.649, atom 51 (C): 0.308, atom 52 (N): -0.534, atom 53 (H): 0.234, atom 54 (H): 0.385, atom 55 (H): 0.303, atom 56 (C): -0.762, atom 57 (C): 0.353, atom 58 (N): -0.383, atom 59 (H): 0.273, atom 60 (H): 0.274, atom 61 (H): 0.266, atom 62 (C): -0.713, atom 63 (C): 0.425, atom 64 (N): -0.415, atom 65 (H): 0.320, atom 66 (H): 0.116, atom 67 (H): 0.284, atom 68 (C): -0.746, atom 69 (C): 0.439, atom 70 (N): -0.507, atom 71 (H): 0.268, atom 72 (H): 0.280, atom 73 (H): 0.269, atom 74 (C): -0.726, atom 75 (C): 0.412, atom 76 (N): -0.511, atom 77 (H): 0.268, atom 78 (H): 0.269, atom 79 (H): 0.265, atom 80 (C): -0.340, atom 81 (C): 0.342, atom 82 (N): -0.475, atom 83 (H): 0.271, atom 84 (H): 0.249, atom 85 (H): -0.078, atom 86 (C): -0.789, atom 87 (C): 0.403, atom 88 (N): -0.444, atom 89 (H): 0.277, atom 90 (H): 0.272, atom 91 (H): 0.319

***

- Look up the net charge of the second one.
  0

***

- Which value of net charge does entry 1 give?
  +2